Record 1
{
  "formula": "C38H38MnN6O4PS",
  "method": "ωB97M-V/def2-TZVPD",
  "elements": ["Mn", "O", "C", "C", "C", "C", "C", "C", "C", "O", "N", "N", "C", "C", "C", "C", "C", "C", "N", "H", "H", "H", "H", "H", "H", "H", "H", "H", "H", "O", "C", "O", "C", "C", "C", "C", "C", "C", "S", "H", "H", "H", "H", "C", "C", "P", "C", "C", "C", "C", "H", "H", "H", "H", "H", "H", "H", "H", "H", "H", "H", "H", "H", "H", "H", "N", "C", "C", "C", "C", "C", "C", "N", "C", "C", "C", "C", "N", "C", "C", "H", "H", "H", "H", "H", "H", "H", "H", "H"],
  "positions_angstrom": [[0.171, 0.132, 2.190], [4.941, -1.970, 0.331], [4.205, -2.406, -0.710], [4.902, -2.989, -1.764], [4.233, -3.503, -2.856], [2.846, -3.457, -2.907], [2.144, -2.857, -1.879], [2.795, -2.286, -0.778], [2.097, -1.609, 0.316], [0.893, -0.909, 0.160], [2.591, -1.559, 1.509], [1.885, -0.897, 2.445], [2.324, -1.002, 3.704], [1.549, -0.361, 4.677], [1.789, -0.478, 6.070], [0.926, 0.099, 6.955], [-0.196, 0.799, 6.473], [-0.359, 0.898, 5.110], [0.491, 0.383, 4.221], [4.320, -1.762, 1.069], [5.978, -3.037, -1.683], [4.794, -3.961, -3.662], [2.305, -3.884, -3.737], [1.064, -2.856, -1.934], [3.188, -1.608, 3.950], [2.639, -1.055, 6.408], [1.091, -0.004, 8.021], [-0.926, 1.237, 7.137], [-1.216, 1.414, 4.691], [-2.171, -2.551, 3.996], [-1.976, -1.715, 3.117], [-0.832, -1.497, 2.585], [-3.177, -0.943, 2.580], [-4.422, -1.442, 2.968], [-5.609, -0.908, 2.510], [-5.562, 0.168, 1.630], [-4.344, 0.688, 1.250], [-3.130, 0.162, 1.715], [-1.694, 1.021, 1.151], [-4.411, -2.286, 3.646], [-6.556, -1.325, 2.824], [-6.475, 0.607, 1.247], [-4.303, 1.534, 0.577], [0.491, 2.981, -0.718], [1.697, 2.818, 0.194], [1.292, 2.147, 1.862], [0.322, 3.521, 2.602], [1.020, 4.839, 2.901], [2.942, 2.197, 2.690], [3.964, 3.258, 2.295], [0.804, 3.265, -1.725], [-0.180, 3.757, -0.351], [-0.098, 2.068, -0.785], [2.217, 3.774, 0.303], [2.424, 2.125, -0.248], [-0.129, 3.111, 3.510], [-0.520, 3.664, 1.917], [1.815, 4.715, 3.635], [0.312, 5.562, 3.308], [1.458, 5.282, 2.005], [3.371, 1.207, 2.518], [2.734, 2.231, 3.765], [4.276, 3.140, 1.259], [4.859, 3.161, 2.912], [3.592, 4.274, 2.413], [-1.441, -0.441, -5.803], [-2.341, -0.765, -6.791], [-2.431, -0.414, -8.128], [-3.496, -0.939, -8.845], [-4.432, -1.784, -8.241], [-4.334, -2.131, -6.905], [-3.272, -1.616, -6.167], [-2.949, -1.799, -4.843], [-1.854, -1.089, -4.650], [-1.150, -0.980, -3.415], [0.025, -0.189, -3.262], [0.696, -0.163, -2.087], [0.242, -0.942, -1.052], [-0.965, -1.610, -1.087], [-1.642, -1.652, -2.256], [-0.640, 0.155, -5.895], [-1.708, 0.241, -8.597], [-3.604, -0.688, -9.892], [-5.250, -2.172, -8.833], [-5.057, -2.782, -6.435], [0.412, 0.426, -4.062], [1.588, 0.410, -1.891], [-1.282, -2.030, -0.145], [-2.584, -2.173, -2.303]],
  "charge": -1,
  "e_above_lowest_ev": 6.341,
  "spin_multiplicity": 2,
  "s2": 1.00
}


Record 2
{
  "formula": "C6H12O",
  "method": "ωB97M-V/def2-TZVPD",
  "elements": ["C", "C", "C", "C", "O", "C", "C", "H", "H", "H", "H", "H", "H", "H", "H", "H", "H", "H", "H"],
  "positions_angstrom": [[1.485, -0.531, -1.258], [0.720, -0.504, 0.048], [0.689, 0.700, 0.798], [0.054, 0.665, 2.066], [-1.633, -0.423, 1.127], [-1.147, -0.662, -0.041], [-1.597, 0.237, -1.195], [2.563, -0.668, -1.096], [1.141, -1.352, -1.897], [1.352, 0.405, -1.816], [0.867, -1.394, 0.663], [0.736, 1.664, 0.292], [1.364, 0.866, 1.946], [-0.327, 1.578, 2.509], [0.037, -0.251, 2.641], [-1.120, -1.728, -0.353], [-1.474, 1.292, -0.923], [-1.048, 0.031, -2.122], [-2.663, 0.074, -1.388]],
  "e_above_lowest_ev": 4.310
}


Record 3
{
  "formula": "C2BrF3O3S",
  "method": "ωB97M-V/def2-TZVPD",
  "elements": ["C", "C", "O", "O", "O", "F", "F", "F", "S", "Br"],
  "positions_angstrom": [[-1.314, 0.916, -0.697], [0.543, 0.260, 1.368], [-1.787, 1.958, -0.921], [0.036, -2.193, -0.791], [-0.241, 0.344, -1.160], [1.346, 1.149, 0.784], [1.337, -0.417, 2.199], [1.895, -0.651, -0.942], [0.451, -0.953, -0.263], [-2.267, -0.412, 0.423]],
  "e_above_lowest_ev": 2.761
}


Record 4
{
  "formula": "C6H10",
  "method": "ωB97M-V/def2-TZVPD",
  "elements": ["C", "C", "C", "C", "C", "C", "H", "H", "H", "H", "H", "H", "H", "H", "H", "H"],
  "positions_angstrom": [[2.842, -0.466, 0.835], [1.619, -0.596, 0.049], [0.665, -0.371, -0.653], [-0.394, 0.364, -1.340], [-1.794, 0.317, -0.669], [-1.826, -0.021, 0.823], [3.310, -1.413, 1.107], [3.553, 0.124, 0.246], [2.625, 0.097, 1.749], [-0.491, 0.123, -2.403], [0.110, 1.341, -1.335], [-2.296, 1.278, -0.838], [-2.398, -0.433, -1.195], [-1.333, -0.979, 1.020], [-2.864, -0.102, 1.166], [-1.329, 0.738, 1.437]],
  "smiles": "CC#CCCC",
  "e_above_lowest_ev": 1.697
}


Record 5
{
  "formula": "C3H6FN2",
  "method": "ωB97M-V/def2-TZVPD",
  "elements": ["C", "C", "C", "N", "N", "F", "H", "H", "H", "H", "H", "H"],
  "positions_angstrom": [[-1.624, 0.463, -1.329], [-0.448, -0.152, 0.585], [0.749, 0.148, -0.291], [-1.643, -0.079, -0.175], [0.547, 1.275, -1.086], [-2.645, 0.608, -2.075], [-0.513, -1.103, 1.149], [-0.495, 0.693, 1.302], [1.536, 0.318, 0.452], [1.046, -0.707, -1.038], [-2.340, -0.547, 0.430], [1.175, 1.413, -1.860]],
  "charge": 1,
  "e_above_lowest_ev": 4.709
}


Record 6
{
  "formula": "C19H17F5N3O2PtS2Si",
  "method": "ωB97M-V/def2-TZVPD",
  "elements": ["Pt", "C", "Si", "C", "C", "C", "C", "C", "C", "N", "C", "S", "H", "H", "H", "H", "H", "H", "H", "H", "H", "H", "H", "H", "F", "C", "C", "F", "C", "F", "C", "S", "C", "F", "C", "F", "C", "N", "C", "C", "C", "O", "N", "C", "O", "H", "H", "H", "H", "H"],
  "positions_angstrom": [[0.215, -0.290, 0.322], [2.459, -6.050, -2.839], [2.685, -4.209, -3.028], [4.175, -3.639, -2.070], [2.803, -3.701, -4.816], [1.037, -3.443, -2.402], [-0.146, -3.918, -2.994], [-1.383, -3.416, -2.649], [-1.470, -2.420, -1.667], [-0.386, -1.975, -1.077], [0.836, -2.447, -1.443], [2.061, -1.577, -0.595], [3.346, -6.569, -3.209], [1.604, -6.428, -3.401], [2.326, -6.330, -1.792], [5.035, -4.202, -2.442], [4.095, -3.838, -1.001], [4.393, -2.580, -2.211], [3.689, -4.148, -5.273], [2.888, -2.618, -4.917], [1.936, -4.027, -5.395], [-0.088, -4.691, -3.751], [-2.285, -3.776, -3.123], [-2.409, -1.970, -1.377], [3.283, 2.312, 5.928], [2.623, 1.508, 5.125], [3.086, 1.295, 3.830], [4.195, 1.890, 3.423], [2.389, 0.456, 2.993], [2.878, 0.237, 1.781], [1.218, -0.197, 3.414], [0.286, -1.244, 2.421], [0.794, 0.023, 4.738], [-0.296, -0.581, 5.182], [1.477, 0.868, 5.583], [1.056, 1.079, 6.819], [-3.330, 2.953, -2.570], [-2.227, 2.767, -1.629], [-1.616, 3.823, -1.023], [-0.604, 3.688, -0.141], [-0.176, 2.357, 0.155], [0.726, 2.016, 0.954], [-0.798, 1.323, -0.487], [-1.836, 1.456, -1.370], [-2.388, 0.513, -1.906], [-3.521, 4.017, -2.673], [-4.222, 2.452, -2.202], [-3.070, 2.530, -3.537], [-2.004, 4.794, -1.297], [-0.137, 4.537, 0.330]],
  "charge": 1,
  "e_above_lowest_ev": 0.118,
  "spin_multiplicity": 5,
  "s2": 6.05
}


Record 7
{
  "formula": "C44H39BIN15O5Rb",
  "method": "ωB97M-V/def2-TZVPD",
  "elements": ["Rb", "C", "C", "N", "N", "C", "B", "N", "C", "C", "C", "N", "N", "C", "C", "C", "N", "N", "C", "C", "C", "N", "H", "H", "H", "H", "H", "H", "H", "H", "H", "H", "H", "H", "C", "C", "N", "C", "C", "C", "O", "C", "C", "N", "C", "C", "C", "C", "C", "C", "I", "C", "O", "H", "H", "H", "H", "H", "H", "H", "H", "H", "H", "H", "H", "O", "C", "N", "C", "C", "C", "C", "C", "C", "N", "C", "C", "C", "C", "C", "N", "H", "H", "H", "H", "H", "H", "H", "H", "H", "H", "O", "N", "N", "O", "C", "C", "C", "C", "C", "C", "H", "H", "H", "H", "H"],
  "positions_angstrom": [[-0.352, -1.130, -0.163], [2.211, -0.874, 4.767], [0.976, -0.503, 4.203], [0.478, -1.472, 3.457], [1.363, -2.488, 3.528], [2.421, -2.151, 4.298], [1.215, -3.689, 2.586], [-0.255, -4.101, 2.443], [-0.893, -5.018, 3.203], [-2.222, -5.009, 2.850], [-2.305, -4.001, 1.873], [-1.120, -3.468, 1.629], [1.840, -3.351, 1.209], [3.036, -2.747, 1.033], [3.414, -2.928, -0.276], [2.350, -3.657, -0.840], [1.415, -3.921, 0.059], [2.040, -4.884, 3.166], [2.760, -5.766, 2.440], [3.238, -6.732, 3.297], [2.734, -6.349, 4.552], [2.016, -5.239, 4.468], [2.849, -0.299, 5.417], [0.444, 0.432, 4.293], [3.221, -2.851, 4.473], [-0.358, -5.601, 3.933], [-3.011, -5.627, 3.246], [-3.170, -3.661, 1.323], [3.516, -2.220, 1.842], [4.295, -2.548, -0.765], [2.213, -3.963, -1.865], [2.875, -5.644, 1.376], [3.857, -7.579, 3.052], [2.871, -6.827, 5.511], [0.427, 5.568, 0.531], [-0.271, 4.782, -0.524], [-0.188, 5.158, -1.775], [-0.769, 4.375, -2.706], [-1.439, 3.182, -2.446], [-1.912, 2.329, -3.599], [-3.301, 2.006, -3.527], [-1.623, 2.797, -1.132], [-2.249, 1.491, -0.859], [-3.067, 1.156, 0.051], [-3.647, 2.053, 0.947], [-4.389, 3.148, 0.509], [-5.034, 3.969, 1.420], [-4.952, 3.706, 2.780], [-4.227, 2.606, 3.225], [-3.594, 1.778, 2.316], [-2.456, 0.143, 2.956], [-1.060, 3.619, -0.071], [-1.158, 3.371, 1.130], [0.946, 6.412, 0.082], [1.142, 4.928, 1.054], [-0.288, 5.906, 1.284], [-0.675, 4.720, -3.731], [-1.315, 1.414, -3.639], [-1.756, 2.874, -4.532], [-3.381, 1.112, -3.178], [-1.953, 0.690, -1.544], [-4.447, 3.341, -0.556], [-5.601, 4.822, 1.064], [-5.450, 4.349, 3.495], [-4.152, 2.392, 4.283], [-0.248, -0.913, -5.314], [-0.121, -0.809, -4.066], [-1.008, -1.093, -3.137], [-2.202, -1.660, -3.704], [-3.248, -2.030, -2.680], [-4.318, -2.849, -3.062], [-5.300, -3.157, -2.143], [-5.204, -2.638, -0.857], [-4.118, -1.834, -0.565], [-3.160, -1.541, -1.446], [1.190, -0.219, -3.567], [1.855, 0.680, -4.400], [3.033, 1.257, -3.965], [3.529, 0.902, -2.719], [2.811, -0.014, -1.971], [1.668, -0.569, -2.372], [-2.678, -0.974, -4.431], [-1.982, -2.554, -4.305], [-4.358, -3.235, -4.073], [-6.132, -3.795, -2.419], [-5.948, -2.852, -0.101], [-3.998, -1.391, 0.419], [1.424, 0.899, -5.366], [3.557, 1.981, -4.580], [4.436, 1.342, -2.324], [3.155, -0.304, -0.984], [1.121, 0.667, 1.020], [2.065, 1.454, 0.926], [1.975, 2.296, -0.083], [1.009, 2.293, -0.955], [3.067, 3.181, -0.261], [3.056, 4.000, -1.386], [4.101, 4.887, -1.601], [5.161, 4.965, -0.710], [5.166, 4.138, 0.410], [4.130, 3.250, 0.643], [2.222, 3.919, -2.066], [4.080, 5.526, -2.476], [5.974, 5.659, -0.882], [5.988, 4.189, 1.114], [4.127, 2.610, 1.513]],
  "charge": -2,
  "e_above_lowest_ev": 0.000,
  "spin_multiplicity": 2,
  "s2": 0.79
}


Record 8
{
  "formula": "C22H20BN5O2PdS2Se",
  "method": "ωB97M-V/def2-TZVPD",
  "elements": ["Pd", "C", "S", "C", "S", "N", "N", "C", "C", "C", "C", "C", "C", "N", "H", "H", "H", "H", "H", "H", "H", "H", "O", "B", "O", "C", "C", "C", "C", "C", "C", "H", "H", "H", "H", "C", "N", "C", "Se", "N", "C", "C", "C", "C", "C", "C", "H", "H", "H", "H", "H", "H", "H", "H"],
  "positions_angstrom": [[-1.117, 1.296, -0.011], [-4.893, -2.101, -1.383], [-5.412, -0.441, -0.907], [-3.915, 0.380, -0.660], [-2.388, -0.491, -0.647], [-4.025, 1.653, -0.455], [-2.836, 2.261, -0.204], [-2.779, 3.504, 0.099], [-1.442, 4.112, 0.232], [-1.260, 5.471, 0.349], [0.039, 5.976, 0.300], [1.088, 5.102, 0.104], [0.827, 3.739, 0.019], [-0.402, 3.246, 0.117], [-5.814, -2.611, -1.658], [-4.427, -2.628, -0.553], [-4.234, -2.073, -2.247], [-3.694, 4.081, 0.184], [-2.115, 6.124, 0.450], [0.214, 7.040, 0.388], [2.108, 5.450, 0.021], [1.632, 3.034, -0.135], [2.085, 1.436, 1.930], [1.441, 0.500, 1.177], [2.085, 0.184, -0.002], [3.263, 0.956, 0.051], [4.275, 1.028, -0.874], [5.318, 1.898, -0.558], [5.317, 2.643, 0.619], [4.272, 2.564, 1.538], [3.256, 1.698, 1.213], [4.268, 0.447, -1.785], [6.150, 1.990, -1.242], [6.152, 3.298, 0.829], [4.264, 3.134, 2.456], [-1.652, -3.306, 2.280], [-0.769, -3.097, 1.135], [-0.073, -2.006, 0.835], [-0.135, -0.438, 1.909], [0.609, -2.198, -0.293], [0.355, -3.488, -0.761], [0.816, -4.179, -1.875], [0.349, -5.468, -2.024], [-0.539, -6.048, -1.101], [-0.993, -5.359, 0.004], [-0.522, -4.059, 0.148], [-1.883, -2.353, 2.749], [-1.172, -3.965, 3.001], [-2.578, -3.754, 1.928], [1.248, -1.517, -0.687], [1.501, -3.736, -2.585], [0.677, -6.052, -2.873], [-0.871, -7.065, -1.262], [-1.668, -5.813, 0.716]],
  "charge": 2,
  "e_above_lowest_ev": 0.781
}